ORCA calculation (ωB97M-V with the def2-TZVPD basis set) on C32H52O4S3Si2V as an isolated structure.

Properties
- charge = -1
- HOMO energy (alpha / beta) (eV) = -4.391 / -4.360
- strongest force on any atom (hartree/bohr) = 0.012
- Kohn-Sham gap (alpha / beta) (eV) = 6.961 / 6.929
- ΔE to the lowest compared entry with this formula, charge and spin (eV) = 0.759
- spin multiplicity = 3

Geometry as XYZ:
```
94
Properties=species:S:1:pos:R:3:mulliken_charge:R:1
V -1.867 0.684 0.765 0.6023
C -5.722 -1.261 2.582 -1.6416
C -4.731 -0.528 1.717 0.6444
S -3.043 -0.724 2.183 -0.4931
C -5.078 0.222 0.652 0.5265
C -6.490 0.406 0.179 -1.3729
S -3.849 0.997 -0.347 -0.4503
H -5.243 -1.622 3.490 0.3964
H -6.134 -2.131 2.065 0.3166
H -6.558 -0.624 2.879 0.3705
H -7.208 -0.102 0.821 0.3622
H -6.612 0.017 -0.834 0.2835
H -6.755 1.465 0.144 0.2603
C 2.091 -3.137 -3.234 -1.6132
C 0.774 -2.924 -2.492 2.0234
C -0.166 -4.102 -2.719 -2.0535
C 1.012 -2.723 -1.002 -1.5949
O 0.103 -1.789 -3.045 0.0317
Si 0.361 -0.181 -2.846 -1.4521
S -0.629 0.637 -1.230 0.2089
O 1.986 0.027 -2.767 0.8951
C 2.823 1.095 -3.226 1.7451
C 2.253 2.440 -2.788 -1.1975
C 2.947 1.019 -4.747 -1.6152
C 4.181 0.856 -2.578 -1.4877
O -0.144 0.561 -4.219 0.2839
C -1.280 0.309 -5.058 1.9058
C -2.527 0.046 -4.219 -1.5146
C -1.456 1.575 -5.888 -1.8341
C -0.969 -0.884 -5.961 -1.5538
H 2.575 -4.053 -2.887 0.4383
H 2.763 -2.300 -3.066 0.0920
H 1.909 -3.227 -4.306 0.3949
H 0.278 -5.030 -2.355 0.4059
H -0.378 -4.210 -3.783 0.4224
H -1.106 -3.935 -2.195 0.3885
H 1.462 -3.615 -0.562 0.6838
H 0.067 -2.524 -0.501 0.2764
H 1.679 -1.878 -0.822 0.1369
H 1.280 2.615 -3.244 0.1919
H 2.923 3.250 -3.087 0.4917
H 2.132 2.466 -1.706 0.0748
H 1.983 1.186 -5.218 0.0586
H 3.315 0.036 -5.043 0.3446
H 3.651 1.774 -5.105 0.5067
H 4.092 0.903 -1.494 0.1128
H 4.901 1.608 -2.903 0.4312
H 4.558 -0.129 -2.851 0.3514
H -2.717 0.867 -3.530 0.3257
H -2.416 -0.862 -3.630 0.1619
H -3.397 -0.075 -4.870 0.5231
H -1.670 2.419 -5.233 0.3758
H -2.277 1.466 -6.597 0.4324
H -0.541 1.789 -6.443 0.3482
H -0.821 -1.781 -5.366 0.0916
H -0.063 -0.695 -6.538 0.3254
H -1.794 -1.053 -6.656 0.4801
C 3.323 1.185 3.415 -1.9359
C 2.182 1.652 2.510 2.9431
C 2.189 3.173 2.382 -2.0742
C 2.423 1.052 1.118 -2.1485
Si 0.487 1.044 3.105 0.2476
O -0.658 1.407 2.008 -0.7417
C -0.044 1.794 4.750 0.3588
C 0.756 2.489 5.652 0.0357
C 0.248 2.976 6.848 -0.8041
C -1.085 2.777 7.168 -0.4249
C -1.904 2.091 6.281 -0.6591
C -1.387 1.610 5.090 -0.3357
C 0.580 -0.817 3.357 0.3014
C 0.410 -1.695 2.291 0.7160
C 0.520 -3.067 2.458 -0.6701
C 0.806 -3.590 3.710 -0.6266
C 0.979 -2.736 4.787 -0.7373
C 0.864 -1.366 4.609 -0.3166
H 4.276 1.536 3.002 0.4849
H 3.368 0.095 3.463 0.4112
H 3.256 1.557 4.439 0.3357
H 3.153 3.509 1.981 0.4783
H 2.031 3.680 3.336 0.3623
H 1.410 3.508 1.696 0.3766
H 3.391 1.401 0.739 0.7089
H 1.650 1.326 0.398 -0.2181
H 2.467 -0.040 1.151 0.1627
H 1.801 2.669 5.427 0.0569
H 0.896 3.515 7.529 0.3926
H -1.486 3.155 8.100 0.3514
H -2.950 1.932 6.515 0.4192
H -2.042 1.084 4.405 0.2626
H 0.191 -1.308 1.299 -0.1250
H 0.374 -3.726 1.611 0.4261
H 0.885 -4.662 3.847 0.3680
H 1.195 -3.137 5.771 0.3847
H 0.984 -0.712 5.465 0.3839
```

---

ORCA calculation (ωB97M-V with the def2-TZVPD basis set) on a 2-piece molecular cluster, C26H31N4 overall.

Properties
- charge = +1
- HOMO energy (eV) = -10.032
- strongest force on any atom (hartree/bohr) = 0.026
- Kohn-Sham gap (eV) = 5.864
- ΔE to the lowest compared entry with this formula, charge and spin (eV) = 0.056

Geometry as XYZ:
```
61
Properties=species:S:1:pos:R:3:mulliken_charge:R:1
C 5.246 -3.467 0.966 -1.0297
N 5.115 -2.042 1.156 0.0765
C 6.378 -1.354 1.033 -0.7710
C 6.302 0.096 1.458 -0.7910
C 5.083 0.768 0.828 -0.8108
C 3.821 -0.002 1.037 0.6949
C 3.916 -1.404 1.307 1.2112
C 2.721 -2.105 1.628 -1.3296
C 1.492 -1.483 1.535 -0.8723
C 1.361 -0.165 0.968 0.0500
C 0.126 0.444 0.606 -0.4022
C -1.149 -0.190 0.577 0.4364
C -2.349 0.568 0.781 -1.0542
C -3.592 -0.032 0.920 0.8651
C -3.693 -1.460 0.871 1.0636
N -4.885 -2.080 1.137 -0.0267
C -5.066 -3.493 0.896 -1.1613
C -6.133 -1.353 1.160 -0.5454
C -5.987 0.023 1.773 -0.8320
C -4.832 0.786 1.122 -0.8344
C -2.538 -2.204 0.510 -0.6087
C -1.314 -1.595 0.344 -1.2796
C 2.579 0.571 0.822 -1.1251
H 4.280 -3.971 0.885 0.3453
H 5.825 -3.673 0.054 0.3251
H 5.810 -3.907 1.799 0.3324
H 7.110 -1.905 1.642 0.4173
H 6.720 -1.431 -0.016 0.3993
H 6.256 0.152 2.551 0.3436
H 7.216 0.592 1.127 0.3436
H 4.978 1.787 1.214 0.4398
H 5.255 0.840 -0.259 0.2856
H 2.784 -3.143 1.955 0.3701
H 0.600 -1.991 1.905 0.8101
H 0.150 1.532 0.461 0.5591
H -2.247 1.649 0.935 0.3980
H -4.255 -4.082 1.336 0.3709
H -6.009 -3.789 1.363 0.3424
H -5.133 -3.725 -0.179 0.3723
H -6.515 -1.260 0.124 0.2984
H -6.846 -1.963 1.726 0.3955
H -6.924 0.562 1.612 0.3518
H -5.824 -0.068 2.851 0.3183
H -4.595 1.673 1.719 0.4056
H -5.185 1.146 0.140 0.3114
H -2.617 -3.284 0.396 0.2884
H -0.434 -2.201 0.117 0.8286
H 2.511 1.627 0.540 0.4201
N 0.310 1.965 -3.279 -0.5603
C 0.447 2.414 -4.537 -0.4173
C -0.022 3.676 -4.944 -0.4662
C -0.682 4.489 -3.988 0.9984
N -1.171 5.717 -4.312 -0.4830
C -0.850 3.976 -2.676 -0.5787
C -0.355 2.701 -2.388 -0.1118
H 0.947 1.758 -5.259 0.3721
H 0.137 4.016 -5.969 0.2978
H -1.507 6.343 -3.586 0.2035
H -0.929 6.146 -5.198 0.2088
H -1.340 4.550 -1.893 0.2691
H -0.497 2.253 -1.401 0.2708
```

---

ORCA calculation (ωB97M-V with the def2-TZVPD basis set) on C48H48N4Pd as an isolated structure.

Properties
- charge = 0
- HOMO energy (alpha / beta) (eV) = -5.462 / -7.250
- strongest force on any atom (hartree/bohr) = 0.018
- Kohn-Sham gap (alpha / beta) (eV) = 5.007 / 6.754
- spin multiplicity = 3

Geometry as XYZ:
```
101
Properties=species:S:1:pos:R:3:mulliken_charge:R:1
Pd 0.820 -1.278 -0.232 0.1775
C 5.083 -2.012 -0.712 -1.0728
C 3.694 -1.962 -0.824 -0.3598
N 2.896 -1.674 0.192 0.0564
C 3.446 -1.468 1.410 0.2871
C 4.839 -1.554 1.623 1.0899
C 5.662 -1.809 0.513 -0.7043
C 5.370 -1.385 2.937 -1.0016
C 4.557 -1.184 3.998 -0.8213
C 3.144 -1.096 3.830 1.3931
C 2.265 -0.896 4.909 -0.8668
C 0.924 -0.766 4.663 -1.4711
C 0.470 -0.850 3.341 -0.1648
N 1.264 -1.070 2.317 0.8516
C 2.582 -1.200 2.539 -0.6535
H 5.681 -2.217 -1.590 0.4251
H 3.209 -2.186 -1.764 0.5645
H 6.735 -1.862 0.647 0.4278
H 6.444 -1.430 3.066 0.3944
H 4.969 -1.075 4.994 0.4333
H 2.664 -0.836 5.914 0.4031
H 0.218 -0.599 5.465 0.4557
H -0.588 -0.753 3.118 0.5062
C -1.553 -1.419 -3.792 -1.3127
C -2.817 -1.075 -2.991 2.1863
C -4.012 -0.883 -3.924 -2.1647
C -3.029 -2.137 -1.924 1.0219
C -3.976 -3.134 -2.103 -0.5273
C -4.127 -4.165 -1.195 -1.6314
C -3.272 -4.240 -0.111 -0.4023
C -2.294 -3.278 0.108 0.5850
C -1.332 -3.463 1.259 2.5082
C -0.179 -4.373 0.800 -1.3726
C -1.972 -4.018 2.528 -1.8012
C -2.193 -2.178 -0.784 -1.2668
N -1.264 -1.133 -0.598 0.6681
C -1.662 0.126 -0.452 -1.2476
C -0.726 1.220 -0.522 -0.7366
N 0.565 1.010 -0.521 2.5473
C 1.553 2.004 -0.534 -0.9806
C 2.240 2.308 -1.738 0.8543
C 3.305 3.199 -1.686 -1.3723
C 3.709 3.790 -0.502 -1.4176
C 3.017 3.512 0.660 -0.5734
C 1.932 2.643 0.669 0.3329
C 1.204 2.420 1.984 1.9910
C 2.178 2.054 3.110 -1.9191
C 0.418 3.669 2.404 -1.5874
C 1.846 1.800 -3.121 0.3857
C 0.419 2.207 -3.514 -1.1386
C 2.055 0.300 -3.337 -0.8011
C -1.506 2.469 -0.591 0.7093
C -1.220 3.784 -0.847 0.2011
C -2.280 4.724 -0.820 -1.2239
C -3.572 4.373 -0.518 -1.0043
C -3.902 3.015 -0.275 1.3735
C -5.175 2.472 0.042 -0.9098
C -5.318 1.118 0.208 -1.0613
C -4.246 0.205 0.047 0.1524
C -2.998 0.699 -0.246 0.1725
C -2.854 2.105 -0.363 -0.3109
H -1.361 -0.651 -4.544 0.4449
H -1.667 -2.381 -4.296 0.3496
H -0.690 -1.477 -3.126 0.0364
H -2.644 -0.117 -2.505 -0.6560
H -4.169 -1.746 -4.572 0.3722
H -3.833 -0.018 -4.564 0.4663
H -4.925 -0.699 -3.355 0.4591
H -4.616 -3.111 -2.975 0.3445
H -4.890 -4.918 -1.346 0.3905
H -3.376 -5.062 0.587 0.2730
H -0.912 -2.490 1.495 -1.4612
H -0.562 -5.329 0.437 0.3842
H 0.510 -4.564 1.627 0.3587
H 0.380 -3.897 -0.016 0.1912
H -2.308 -5.048 2.394 0.4271
H -2.827 -3.412 2.834 0.4223
H -1.241 -4.013 3.340 0.4048
H 3.836 3.439 -2.601 0.4015
H 4.550 4.472 -0.489 0.3997
H 3.333 3.985 1.583 0.3404
H 0.504 1.591 1.857 -0.6325
H 2.749 2.925 3.438 0.5760
H 2.881 1.285 2.788 0.3449
H 1.626 1.681 3.973 0.3416
H 1.072 4.543 2.432 0.3047
H -0.010 3.534 3.401 0.4728
H -0.397 3.881 1.719 0.2486
H 2.520 2.309 -3.817 0.6189
H -0.324 1.557 -3.053 -0.0724
H 0.304 2.132 -4.598 0.5618
H 0.217 3.239 -3.223 0.2677
H 1.534 -0.286 -2.578 -0.3729
H 3.119 0.058 -3.305 0.3122
H 1.664 0.016 -4.317 0.4932
H -0.213 4.117 -1.064 0.6308
H -2.051 5.761 -1.032 0.4492
H -4.346 5.131 -0.481 0.4080
H -6.029 3.129 0.162 0.4293
H -6.291 0.718 0.468 0.4097
H -4.425 -0.857 0.156 0.5841
```

---

ORCA calculation (ωB97M-V with the def2-TZVPD basis set) on C7H16F12N6O17S4Y as an isolated structure.

Properties
- charge = -1
- HOMO energy (eV) = -6.584
- strongest force on any atom (hartree/bohr) = 0.120
- Kohn-Sham gap (eV) = 2.476
- ΔE to the lowest compared entry with this formula, charge and spin (eV) = 21.862

Geometry as XYZ:
```
63
Properties=species:S:1:pos:R:3:mulliken_charge:R:1
Y -1.077 0.013 -0.436 2.2920
C -6.137 4.241 0.447 0.6015
F -5.560 4.203 1.629 -0.2300
F -6.732 3.116 0.346 -0.2124
F -6.943 5.314 0.358 -0.2167
S -4.790 4.415 -0.867 1.0807
O -3.949 5.655 -0.669 -0.6069
O -3.963 3.220 -0.700 -0.6000
O -5.555 4.482 -2.088 -0.6463
C -1.110 -6.773 1.308 0.5621
F -2.176 -7.447 1.022 -0.2311
F -1.381 -6.135 2.417 -0.2305
F -0.078 -7.710 1.535 -0.2498
S -0.674 -5.568 -0.184 1.0848
O -1.256 -4.268 0.213 -0.6279
O 0.776 -5.688 -0.272 -0.6395
O -1.396 -6.074 -1.316 -0.6488
C 3.354 4.376 -3.564 0.5928
F 3.751 5.100 -2.597 -0.2077
F 3.722 4.944 -4.720 -0.2190
F 4.008 3.197 -3.506 -0.2460
S 1.509 4.028 -3.598 1.1406
O 1.295 3.678 -5.017 -0.6451
O 1.216 2.863 -2.757 -0.5801
O 0.800 5.242 -3.231 -0.5953
C 0.487 4.580 4.499 0.5261
F -0.796 4.522 4.810 -0.2047
F 1.017 5.761 4.937 -0.2128
F 1.087 3.604 5.167 -0.2208
S 0.755 4.209 2.574 1.1188
O 0.458 5.442 1.792 -0.6098
O 2.155 3.862 2.371 -0.6322
O -0.150 3.109 2.267 -0.5933
O -3.894 -0.423 1.933 -0.5230
H -4.836 -0.593 1.963 0.2660
H -3.651 -0.255 2.844 0.2968
O -3.963 -0.996 -2.450 -0.5244
H -4.692 -1.611 -2.375 0.2762
H -3.955 -0.744 -3.373 0.2980
C 4.331 -0.927 0.393 0.6105
O 3.180 -0.751 0.091 -0.6176
N 4.964 -2.093 0.323 -0.4071
N 5.144 0.059 0.621 -0.3824
H 4.404 -2.925 0.206 0.2325
H 5.966 -2.199 0.252 0.1604
H 4.712 0.971 0.655 0.2452
H 6.136 -0.052 0.774 0.1613
C 0.758 -2.710 -5.215 0.6437
O 0.305 -2.122 -4.290 -0.6346
N 0.572 -3.948 -5.407 -0.3833
N 1.300 -2.100 -6.241 -0.4294
H 0.996 -4.502 -6.138 0.1698
H 0.038 -4.338 -4.643 0.2360
H 1.650 -2.548 -7.076 0.1631
H 1.261 -1.113 -6.033 0.2394
C 0.615 -2.039 4.607 0.6586
O 0.189 -1.473 3.661 -0.5638
N -0.065 -2.055 5.763 -0.4503
N 1.829 -2.570 4.821 -0.3800
H -1.017 -1.731 5.669 0.2031
H 0.451 -2.143 6.626 0.1752
H 2.623 -2.489 4.202 0.1986
H 1.982 -3.095 5.670 0.1687
```

---

ORCA calculation (ωB97M-V with the def2-TZVPD basis set) on a 3-piece molecular cluster, C6H12O2 overall.

Properties
- charge = 0
- HOMO energy (eV) = -9.151
- strongest force on any atom (hartree/bohr) = 0.034
- Kohn-Sham gap (eV) = 9.886
- ΔE to the lowest compared entry with this formula, charge and spin (eV) = 3.623
- SMILES string = C=CC(=C)C=C.O.O

Geometry as XYZ:
```
20
Properties=species:S:1:pos:R:3:mulliken_charge:R:1
C 2.689 -2.090 2.202 -0.6573
C 1.985 -1.388 1.303 -0.3394
C 0.556 -1.632 0.979 0.2224
C -0.346 -1.576 1.963 -0.7485
C 0.349 -2.250 -0.379 -0.1466
C -0.478 -1.836 -1.338 -0.6411
H 3.647 -1.765 2.591 0.2776
H 2.206 -2.915 2.740 0.2910
H 2.460 -0.642 0.686 0.3252
H -1.402 -1.624 1.731 0.2961
H -0.067 -1.422 2.991 0.3340
H 0.901 -3.201 -0.239 0.2685
H -0.759 -2.577 -2.062 0.2716
H -0.805 -0.783 -1.230 0.2430
O -1.648 5.273 -1.133 -0.6178
H -2.598 5.188 -1.260 0.3096
H -1.483 6.071 -0.622 0.3043
O -1.757 2.732 -2.439 -0.6100
H -1.595 2.021 -3.082 0.3085
H -1.924 2.252 -1.622 0.3088
```

---

ORCA calculation (ωB97M-V with the def2-TZVPD basis set) on C20H43BrN3O3Si3Y as an isolated structure.

Properties
- charge = +2
- HOMO energy (eV) = -13.441
- strongest force on any atom (hartree/bohr) = 0.036
- Kohn-Sham gap (eV) = 8.093

Geometry as XYZ:
```
74
Properties=species:S:1:pos:R:3:mulliken_charge:R:1
Y 0.437 0.275 -0.391 -0.1435
C 2.739 2.726 -0.733 -1.1392
O 1.395 2.311 -0.570 0.1789
Si -0.051 3.456 -0.681 -0.0360
C 0.113 4.164 -2.412 -1.3586
C 0.127 4.865 0.491 -1.2533
C -1.241 2.084 -0.308 0.6095
Si -2.388 1.469 -1.608 0.2770
C -2.805 2.636 -2.990 -1.2957
C -1.399 0.088 -2.590 -1.6413
C -4.003 0.866 -0.969 -1.0788
Si -1.593 1.800 1.495 0.7060
C 0.076 1.253 2.274 -1.2707
C -2.640 0.306 2.029 -1.0115
C -2.203 3.299 2.370 -1.2508
H 3.355 2.401 0.117 0.3359
H 2.824 3.810 -0.837 0.3166
H 3.179 2.298 -1.653 0.3249
H 1.007 4.799 -2.418 0.4992
H -0.693 4.883 -2.555 0.4532
H 0.161 3.474 -3.251 0.3609
H 0.739 5.624 0.051 0.4740
H 0.425 4.664 1.499 0.3853
H -0.893 5.239 0.509 0.4181
H -1.920 2.961 -3.551 0.3701
H -3.283 3.549 -2.599 0.3320
H -3.485 2.127 -3.675 0.4238
H -0.407 0.461 -2.766 0.6847
H -1.829 -0.003 -3.573 0.6154
H -1.381 -0.916 -2.155 0.3727
H -4.409 1.554 -0.248 0.3762
H -4.104 -0.141 -0.563 0.2807
H -4.694 0.895 -1.781 0.4894
H 0.290 0.179 2.212 0.0337
H -0.030 1.375 3.355 0.6224
H 0.936 1.853 1.975 0.3930
H -2.447 -0.582 1.413 -0.0123
H -3.717 0.507 2.073 0.4216
H -2.282 0.114 3.035 0.4712
H -1.394 3.990 2.572 0.3962
H -2.669 2.969 3.270 0.4643
H -2.917 3.841 1.760 0.3302
O 6.272 -2.913 -1.531 -0.4703
C 5.211 -2.247 -1.106 0.7061
C 5.124 -1.483 0.082 -0.6089
C 3.984 -0.768 0.347 -1.0770
N 2.897 -0.792 -0.484 0.0503
C 2.982 -1.597 -1.523 0.3160
Br 1.405 -1.643 -2.585 -0.0468
C 4.060 -2.328 -1.910 -0.4979
H 7.020 -2.832 -0.955 0.3291
H 5.973 -1.452 0.746 0.4050
H 3.853 -0.183 1.232 0.6289
H 4.057 -2.954 -2.811 0.5042
C -1.940 -4.548 1.234 -1.2337
N -1.521 -3.344 0.584 0.2728
C -2.495 -2.686 -0.262 -1.0620
C -0.345 -2.774 0.882 0.0948
O -0.110 -1.560 0.559 0.7029
N 0.538 -3.496 1.598 0.1108
C 1.549 -2.853 2.418 -0.9073
C 0.809 -4.907 1.303 -1.1775
H -2.973 -4.453 1.562 0.3853
H -1.360 -4.790 2.140 0.3990
H -1.907 -5.417 0.589 0.3859
H -3.418 -2.485 0.299 0.4393
H -2.702 -3.325 -1.097 0.5362
H -2.059 -1.795 -0.689 -0.0663
H 1.392 -1.781 2.546 0.1273
H 2.549 -3.037 2.045 0.3298
H 1.463 -3.273 3.447 0.3906
H 0.181 -5.320 0.528 0.3850
H 0.742 -5.504 2.223 0.3523
H 1.840 -4.981 0.968 0.3705
```

---

ORCA calculation (ωB97M-V with the def2-TZVPD basis set) on one molecule with the formula C4H6N2.

Properties
- charge = 0
- HOMO energy (eV) = -8.149
- strongest force on any atom (hartree/bohr) = 0.016
- Kohn-Sham gap (eV) = 9.110
- ΔE to the lowest compared entry with this formula, charge and spin (eV) = 1.259
- SMILES string = NC1=CN=CC1

Geometry as XYZ:
```
12
Properties=species:S:1:pos:R:3:mulliken_charge:R:1
N 0.510 1.885 0.102 -0.5125
C 0.278 0.500 0.069 0.4343
C 1.106 -0.478 -0.354 -0.5736
N 0.446 -1.715 -0.545 -0.5246
C -0.797 -1.501 -0.309 -0.3010
C -1.062 -0.149 0.279 -0.3174
H 1.412 2.124 -0.299 0.2375
H 0.418 2.315 1.015 0.2388
H 2.161 -0.403 -0.594 0.3989
H -1.551 -2.276 -0.368 0.3774
H -1.220 -0.542 1.308 0.2025
H -1.934 0.438 -0.020 0.3396
```

---

What is the charge in the fifth record?
0